ORCA calculation (the ωB97M-V functional and the def2-TZVPD basis) on one molecule with the formula C22H35N3O5S.

```
66
Properties=species:S:1:pos:R:3:lowdin_charge:R:1
C 9.0651 -2.5370 1.9287 0.000
C 7.6300 -2.8955 1.6061 -0.508
O 7.2348 -4.0305 1.4984 0.077
N 6.8451 -1.7817 1.4523 0.115
C 5.4856 -1.6964 1.1580 -0.210
C 4.6786 -2.8217 0.9874 0.012
C 3.3363 -2.6629 0.6975 -0.041
C 2.7986 -1.3963 0.5795 -0.284
S 1.0791 -1.2094 0.1454 0.660
O 0.6573 0.1127 0.5305 -0.300
O 0.3431 -2.3369 0.6387 -0.279
N 1.1919 -1.2986 -1.5174 -0.107
C 0.3906 -2.2704 -2.2301 -0.203
C -0.9878 -1.7516 -2.6690 -0.296
C -1.7758 -1.2499 -1.4587 -0.160
C -3.1246 -0.6802 -1.8828 -0.141
C -2.9140 0.4914 -2.8474 -0.225
C -2.1354 1.6336 -2.1833 -0.459
O -1.0999 2.0922 -2.6269 0.062
N -2.7397 2.1329 -1.0883 0.082
C -2.1141 3.0922 -0.2115 -0.159
C -1.5497 2.4404 1.0595 -0.135
C -2.5166 1.4104 1.6681 -0.200
O -3.8832 1.7591 1.5661 -0.153
C -4.3449 2.7475 2.4781 -0.454
C -4.6788 2.1357 3.8405 -0.041
C -5.5837 3.3827 1.8521 -0.040
C -2.1849 -0.0212 -4.0914 -0.144
C -0.8436 -0.6527 -3.7243 -0.158
C 3.5856 -0.2732 0.7469 -0.055
C 4.9270 -0.4212 1.0380 -0.012
H 9.6429 -3.4496 2.0408 0.084
H 9.4936 -1.9394 1.1269 0.084
H 9.1120 -1.9686 2.8552 0.084
H 7.3050 -0.8882 1.5641 0.141
H 5.1095 -3.8039 1.0842 0.103
H 2.6891 -3.5157 0.5727 0.117
H 1.1586 -0.3751 -1.9231 0.105
H 0.9615 -2.6047 -3.1035 0.123
H 0.2685 -3.1093 -1.5428 0.114
H -1.5287 -2.5960 -3.1133 0.149
H -1.2038 -0.4727 -0.9480 0.088
H -1.9142 -2.0694 -0.7504 0.122
H -3.6916 -0.3732 -1.0019 0.105
H -3.7053 -1.4541 -2.3923 0.122
H -3.8885 0.8986 -3.1444 0.150
H -3.5588 1.6862 -0.7056 0.121
H -1.3099 3.5720 -0.7727 0.120
H -2.8620 3.8457 0.0559 0.113
H -1.3220 3.2304 1.7774 0.107
H -0.6264 1.9067 0.8336 0.082
H -2.2337 1.2199 2.7100 0.121
H -2.4252 0.4664 1.1257 0.115
H -3.5700 3.5171 2.6101 0.140
H -5.4475 1.3759 3.7230 0.085
H -5.0398 2.9065 4.5159 0.080
H -3.8001 1.6722 4.2826 0.069
H -5.9806 4.1560 2.5038 0.080
H -5.3367 3.8229 0.8893 0.072
H -6.3438 2.6216 1.6975 0.083
H -2.0091 0.8087 -4.7777 0.118
H -2.8182 -0.7557 -4.5956 0.119
H -0.1984 0.1420 -3.3497 0.096
H -0.3790 -1.0685 -4.6220 0.120
H 3.1308 0.7003 0.6587 0.113
H 5.5498 0.4517 1.1746 0.113
```

Values from the calculation:
- orbital gap (eV) = 9.349
- energy above the lowest of the compared OMol25 structures with the same formula, charge and spin (kcal per mole) = 8.65
- E_tot (hartree) = -1798.01636